Record 1
C31H45IrN4O3PS3 as an isolated structure at a distorted geometry. Source: the OMol25 dataset; level of theory: the ωB97M-V functional and the def2-TZVPD basis.

```
88
Properties=species:S:1:pos:R:3:mulliken_charge:R:1
Ir 0.0450 -0.5174 -0.6289 0.12
C 1.2730 3.9180 -2.2003 -1.29
N 1.3336 3.2069 -0.9435 1.09
C 2.2852 3.8160 -0.0479 -1.21
C 0.0353 3.0606 -0.3087 -1.33
C -0.9906 2.3768 -1.1873 0.62
C -1.9931 3.2063 -1.7000 -0.49
C -2.9520 2.7638 -2.5927 -0.97
C -2.8993 1.4406 -3.0020 -0.77
C -1.9390 0.6010 -2.4686 0.18
C -0.9832 1.0008 -1.5170 1.61
H 0.9206 4.9624 -2.0774 0.32
H 0.6007 3.4076 -2.8879 0.29
H 2.2662 3.9337 -2.6519 0.34
H 1.9761 4.8335 0.2679 0.36
H 3.2542 3.8941 -0.5443 0.33
H 2.4100 3.2031 0.8448 0.16
H -0.3655 4.0605 -0.0403 0.47
H 0.1659 2.5188 0.6270 0.04
H -1.9899 4.2505 -1.4040 0.36
H -3.7012 3.4439 -2.9795 0.37
H -3.6107 1.0556 -3.7254 0.40
H -1.9178 -0.4271 -2.7974 -0.18
O 0.5364 -2.3626 0.6167 -1.23
S 1.1352 -3.2727 -0.4383 1.04
O 2.5697 -3.1506 -0.4924 -0.64
O 0.6264 -4.6218 -0.3409 -0.73
S 0.3119 -2.2891 -2.0980 -0.40
C 4.3557 -0.1891 2.6035 -0.93
C 4.7495 -0.7548 1.3943 -0.91
C 3.9602 -0.6376 0.2662 -0.03
C 2.7430 0.0585 0.3026 -0.61
C 2.3504 0.6037 1.5272 -0.18
C 3.1469 0.4865 2.6576 -0.92
N 1.9301 0.1876 -0.8340 0.68
C 2.5001 0.6001 -2.0190 1.55
C 1.8004 0.5370 -3.2382 -0.50
C 2.3488 1.0154 -4.4143 -0.94
C 3.6100 1.5953 -4.4463 -0.65
C 4.3027 1.6994 -3.2462 -0.85
C 3.7659 1.2264 -2.0634 -0.73
H 4.9831 -0.2732 3.4828 0.39
H 5.6741 -1.3168 1.3350 0.39
H 4.2532 -1.1198 -0.6554 0.58
H 1.4149 1.1434 1.5802 0.94
H 2.8271 0.9581 3.5811 0.57
H 0.8056 0.1220 -3.2509 0.05
H 1.7654 0.9372 -5.3254 0.40
H 4.0348 1.9621 -5.3720 0.35
H 5.2797 2.1707 -3.2220 0.32
H 4.3253 1.3700 -1.1498 0.35
S -1.2452 0.5017 1.5548 -0.44
C -0.5995 -0.1274 2.9977 0.45
N 0.2085 -1.1726 3.0265 0.90
C 0.7567 -1.7503 4.2403 -0.70
C 0.8271 -0.6991 5.3334 -0.37
C -0.5321 -0.0316 5.4691 -0.79
N -0.9412 0.4607 4.1660 -0.16
H 0.4783 -1.5862 2.1288 -0.48
H 1.7430 -2.1491 4.0046 0.35
H 0.1265 -2.5859 4.5659 0.44
H 1.5696 0.0535 5.0648 0.01
H 1.1265 -1.1529 6.2781 0.41
H -0.4791 0.8168 6.1523 0.45
H -1.2674 -0.7394 5.8695 0.27
H -1.6144 1.2030 4.0879 0.27
C -3.2877 -4.2648 1.2841 -1.61
C -2.1508 -3.2886 0.9948 0.14
P -2.4532 -1.9699 -0.2586 1.28
C -3.2199 -3.0113 -1.5921 -1.04
C -3.3395 -2.4099 -2.9875 -1.22
C -3.9415 -1.1667 0.4937 -0.88
C -4.3911 0.1027 -0.2225 -1.02
H -2.9960 -4.9542 2.0795 0.44
H -3.5268 -4.8689 0.4085 0.31
H -4.2019 -3.7618 1.6055 0.33
H -1.2640 -3.8320 0.6729 -0.02
H -1.8623 -2.7565 1.9074 -0.14
H -4.2054 -3.3300 -1.2402 0.53
H -2.5931 -3.9059 -1.6485 0.47
H -3.8793 -1.4620 -2.9851 0.19
H -3.8762 -3.0955 -3.6478 0.45
H -2.3540 -2.2403 -3.4177 0.25
H -3.6600 -0.9246 1.5212 0.45
H -4.7604 -1.8904 0.5413 0.58
H -3.5965 0.8499 -0.2374 0.06
H -5.2621 0.5388 0.2730 0.44
H -4.6658 -0.0946 -1.2594 0.26
```

Properties
Strongest force on any atom = 3.4 eV/A
Orbital gap = 5.527 eV
Net charge = -1
DFT total energy = -89617.6202 eV
LUMO energy = 2.07 eV


Record 2
C31H46BN4O7P2Zr as an isolated structure. Source: the OMol25 dataset; level of theory: the ωB97M-V functional and the def2-TZVPD basis.

```
92
Properties=species:S:1:pos:R:3:mulliken_charge:R:1
Zr 0.4501 -0.2752 0.1902 -0.15
C -4.1462 -3.3238 0.7432 -1.73
C -2.6825 -2.9671 1.0388 1.80
C -2.5677 -2.4388 2.4764 -1.87
C -1.8411 -4.2250 0.9292 -1.99
P -2.0473 -1.5910 -0.0396 1.15
C -3.3876 -0.3402 0.0737 -1.81
N -2.7713 0.9507 0.1646 0.35
B -1.3665 1.2289 0.3350 0.41
N -1.3387 2.6714 0.4018 0.32
C -0.2000 3.5076 0.6494 -1.86
P 1.3023 2.4961 0.3421 1.99
C 2.3631 2.8777 1.8332 1.66
C 1.7455 2.0449 2.9676 -1.79
C 2.3405 4.3601 2.2486 -1.62
C 3.8342 2.4991 1.6460 -1.82
C 1.9743 3.1935 -1.2481 1.45
C 3.1809 2.4076 -1.7659 -1.63
C 0.8377 3.0742 -2.2776 -1.95
C 2.3736 4.6695 -1.1217 -1.81
C -2.6181 3.1930 0.2768 0.74
C -3.0690 4.5055 0.2912 -0.81
C -4.4275 4.7190 0.1279 -0.83
C -5.3120 3.6532 -0.0350 -0.80
C -4.8660 2.3420 -0.0372 -0.86
C -3.5046 2.1268 0.1196 0.17
C -1.9182 -1.9676 -1.8636 2.01
C -0.7572 -2.9216 -2.1663 -1.78
C -3.1962 -2.5326 -2.4881 -1.80
C -1.5850 -0.6146 -2.5092 -1.40
H -4.4597 -4.0607 1.4840 0.56
H -4.2769 -3.7780 -0.2366 0.33
H -4.8266 -2.4813 0.8276 0.29
H -2.8490 -3.2431 3.1563 0.56
H -3.2298 -1.5952 2.6727 0.33
H -1.5429 -2.1489 2.7208 0.24
H -2.2618 -4.9802 1.5924 0.67
H -0.8234 -4.0317 1.2397 0.20
H -1.8265 -4.6447 -0.0712 0.31
H -3.9919 -0.5433 0.9636 0.80
H -4.0612 -0.4172 -0.7897 0.49
H -0.2048 3.8830 1.6785 0.60
H -0.2074 4.3854 -0.0059 0.54
H 0.6910 2.2825 3.1317 0.24
H 2.2728 2.2614 3.8967 0.60
H 1.8515 0.9681 2.7932 0.19
H 1.3428 4.7600 2.4151 0.29
H 2.8528 5.0033 1.5352 0.32
H 2.8762 4.4458 3.1959 0.58
H 3.9803 1.4590 1.3730 0.16
H 4.3444 2.6685 2.5955 0.56
H 4.3224 3.1343 0.9079 0.37
H 2.9052 1.4056 -2.0851 0.16
H 3.9882 2.3341 -1.0411 0.32
H 3.5721 2.9357 -2.6357 0.60
H 0.3658 2.0825 -2.2833 0.24
H 1.2531 3.2408 -3.2712 0.58
H 0.0501 3.8103 -2.1186 0.30
H 3.2928 4.7971 -0.5532 0.33
H 1.5994 5.2878 -0.6700 0.30
H 2.5577 5.0632 -2.1227 0.54
H -2.3887 5.3337 0.4298 0.49
H -4.8102 5.7279 0.1314 0.42
H -6.3653 3.8555 -0.1560 0.42
H -5.5585 1.5214 -0.1515 0.52
H -0.8573 -3.8901 -1.6844 0.36
H 0.2176 -2.5197 -1.8716 0.14
H -0.7267 -3.0815 -3.2461 0.65
H -3.3818 -3.5485 -2.1446 0.41
H -3.0733 -2.5735 -3.5709 0.51
H -4.0819 -1.9337 -2.2815 0.28
H -0.6300 -0.1685 -2.1467 0.16
H -2.3485 0.1504 -2.3675 0.21
H -1.4111 -0.7519 -3.5792 0.67
O 2.5565 -0.2907 0.8208 -0.56
C 2.7222 -0.9100 -0.2634 1.16
O 1.9922 -0.5429 -1.2577 -0.56
C 3.2002 -2.2967 -0.1897 0.47
C 4.4500 -2.8305 -0.4097 -0.75
C 4.6026 -4.1857 -0.1598 -0.59
C 3.5588 -4.9860 0.2642 -0.26
C 2.3196 -4.4022 0.4482 -0.70
C 2.0810 -3.0344 0.2733 0.59
O 0.9233 -2.4283 0.5113 -0.43
N 1.2235 -5.3178 0.7775 1.08
O 0.5224 -5.6546 -0.1498 -0.55
O 1.1444 -5.7106 1.9165 -0.58
N 5.9230 -4.8038 -0.3758 1.04
O 6.0145 -5.9893 -0.1558 -0.61
O 6.8280 -4.0640 -0.6930 -0.61
H 5.2895 -2.2387 -0.7411 0.65
H 3.7074 -6.0430 0.4246 0.62
```

Properties
Strongest force on any atom = 0.8 eV/A
Orbital gap = 6.596 eV
Net charge = +1
DFT total energy = -73713.7454 eV
LUMO energy = -4.24 eV